The following is a DFT calculation (ωB97M-V/def2-TZVPD) of a molecular structure, C8H3F18N4O12S6Zn at a distorted geometry.

Results
- M: 946.884 g mol⁻¹
- Frontier orbital gap: 9.80 eV
- Relative energy (zero: lowest compared OMol25 entry of this formula, charge and spin): 105.4 kcal per mole
- Total charge: -1

XYZ file:
```
52
C8H3F18N4O12S6Zn ωB97M-V/def2-TZVPD
Zn 1.3607 18.5609 19.6868
C 5.2426 18.5939 19.2481
F 4.4568 17.4478 19.2691
F 6.3794 18.3181 19.8116
F 5.4014 18.9245 17.9893
S 4.2801 19.9424 20.2096
O 4.0463 19.3583 21.5268
O 5.0448 21.2162 20.1697
N 2.7182 19.8419 19.2674
S 2.8542 21.2317 18.4947
O 2.6633 22.3040 19.4486
O 4.0406 21.3667 17.6028
C 1.2813 21.2506 17.2728
F 0.5664 22.3605 17.3023
F 1.7435 20.9686 16.0240
F 0.5829 20.2765 17.7385
C 2.7446 14.4697 19.2935
F 2.5417 13.1405 19.0887
F 3.1833 14.7677 20.5262
F 3.6259 14.9146 18.3985
S 1.0161 15.3758 19.0821
O 0.2796 14.5004 18.1976
O 0.5530 15.4375 20.4781
N 1.4355 17.0298 18.5203
S 1.6099 16.9989 16.9531
O 2.2534 18.2531 16.5356
O 2.0747 15.7836 16.2184
C -0.2157 17.2015 16.2515
F -0.7600 18.4097 16.4592
F -0.0103 17.2708 14.9398
F -1.0477 16.2248 16.5764
C -2.1316 17.6149 21.7026
F -1.5478 18.0820 22.7832
F -1.6567 16.3472 21.6632
F -3.4911 17.6031 21.7855
S -1.6862 18.6164 20.0199
O -1.4134 17.5583 19.0377
O -2.8332 19.4722 19.7091
N -0.2001 19.4244 20.3427
S -0.5735 20.8883 20.9561
O -0.5974 21.9401 19.9318
O -1.8216 20.9222 21.8332
C 0.7975 21.3770 22.3467
F 0.7293 22.7306 22.6141
F 0.5094 20.6819 23.4788
F 2.0444 21.0431 21.8443
C 2.3975 18.2958 24.1171
C 2.0032 18.0365 22.7719
N 1.6909 17.8024 21.6965
H 2.4433 19.3756 24.2585
H 3.3487 17.8623 24.4261
H 1.6117 17.9162 24.7702
```

Atom charges from the Löwdin analysis, given in e for atoms 1 to 4:
1 Zn 0.549
2 C -0.643
3 F 0.068
4 F 0.186